1.
A molecular structure, C25H24Cl3FGeN3O6Tc. Source: the Open Molecules 2025 dataset; level of theory: ωB97M-V/def2-TZVPD.

Summary:
Total charge: +2
HOMO level (spin up / spin down): -0.562 / -0.561 Ha
Electronic energy: -142047.981 eV
2S+1: 3

Element x y z (Å)
Tc (-1.32082, 0.10648, 1.32358)
C (-0.90573, -2.48052, 0.26681)
C (0.49559, -2.63920, -0.32752)
C (1.29695, -3.69237, 0.44787)
C (1.27001, -1.34810, -0.47861)
C (2.06878, -1.15808, -1.59713)
C (2.78959, 0.01487, -1.77204)
C (2.70872, 1.04717, -0.84753)
C (1.93274, 0.91945, 0.29627)
C (1.81577, 2.06925, 1.27625)
C (1.33090, 3.34057, 0.56933)
C (3.13790, 2.32086, 2.00486)
C (1.25869, -0.30603, 0.46243)
N (0.49460, -0.50388, 1.65247)
C (0.98381, -0.84165, 2.85121)
C (2.33060, -1.15414, 3.15617)
C (2.65241, -1.43869, 4.46140)
C (1.67489, -1.43190, 5.46803)
C (0.32520, -1.13750, 5.19490)
C (0.04785, -0.86314, 3.90292)
F (-1.23297, -0.54956, 3.47045)
H (-1.54096, -3.32356, -0.00888)
H (-1.41974, -1.59616, -0.15210)
H (-0.90180, -2.45535, 1.36328)
H (0.35778, -3.00174, -1.34680)
H (1.44711, -3.39011, 1.48865)
H (2.27559, -3.85483, -0.00374)
H (0.76580, -4.64467, 0.45517)
H (2.11346, -1.93859, -2.34733)
H (3.40796, 0.13357, -2.65271)
H (3.25188, 1.96666, -1.02366)
H (1.06777, 1.81432, 2.04270)
H (2.12065, 3.76052, -0.05423)
H (1.05010, 4.09946, 1.29977)
H (0.47190, 3.14737, -0.07550)
H (3.92100, 2.58806, 1.29386)
H (3.47556, 1.44192, 2.55858)
H (3.03110, 3.14749, 2.70774)
H (3.06766, -1.16412, 2.36258)
H (3.67462, -1.67593, 4.72304)
H (1.95889, -1.66116, 6.48710)
H (-0.43514, -1.13235, 5.96480)
O (-2.93441, 3.22792, -0.47109)
C (-2.50592, 2.19833, -0.84484)
O (-2.00312, 1.29645, 0.15239)
C (-2.40231, 1.67104, -2.21463)
C (-1.78389, 0.46355, -2.49965)
C (-1.73609, 0.03674, -3.81012)
C (-2.27008, 0.76919, -4.85342)
C (-2.87065, 1.97341, -4.52959)
C (-2.95510, 2.44424, -3.23689)
N (-3.45284, 2.79561, -5.62752)
O (-3.94127, 3.85943, -5.30561)
O (-3.36335, 2.34094, -6.74837)
N (-1.09042, -1.26686, -4.09410)
O (-0.99630, -1.60636, -5.24818)
O (-0.65254, -1.88459, -3.12748)
H (-1.32970, -0.15384, -1.74516)
H (-2.22616, 0.42430, -5.87652)
H (-3.43698, 3.39027, -3.03400)
Cl (-4.86693, 0.55411, 2.40274)
Ge (-3.69543, -0.95387, 1.53100)
Cl (-4.28292, -1.44426, -0.43101)
Cl (-3.52024, -2.67046, 2.74761)

These are the Löwdin partial charges, in e, on atoms 1 to 8:
1 Tc 1.416
2 C -0.120
3 C -0.341
4 C -0.018
5 C -0.139
6 C 0.001
7 C 0.001
8 C 0.007

---

2.
A molecular structure, C25H24FN8O2S2Zr. Source: the Open Molecules 2025 dataset; level of theory: ωB97M-V/def2-TZVPD.

Summary:
Total charge: +1
HOMO level: -0.391 Ha
Electronic energy: -67995.499 eV

Element x y z (Å)
Zr (0.12094, -1.06427, -0.33114)
C (4.53123, -2.08800, -1.36123)
C (3.00276, -1.71250, -1.24016)
N (2.35095, -1.71110, -0.13633)
N (2.95107, -2.14409, 0.99431)
C (2.23616, -2.01325, 2.04792)
N (2.81070, -2.49199, 3.20564)
S (0.54447, -1.38922, 2.17803)
C (2.36165, -1.13325, -2.46383)
C (3.05069, -0.81956, -3.58283)
C (2.42993, -0.26148, -4.68242)
C (1.09411, 0.09793, -4.60665)
C (0.45662, -0.26688, -3.41747)
N (1.06890, -0.86652, -2.37450)
H (4.83480, -2.77112, -0.60366)
H (4.72338, -2.46987, -2.33479)
H (5.17115, -1.22348, -1.22426)
H (3.65375, -2.96849, 3.22714)
H (2.33080, -2.55578, 4.08442)
H (4.11249, -0.87537, -3.69722)
H (3.01848, 0.07170, -5.51186)
H (0.66684, 0.72122, -5.37424)
H (-0.60989, -0.03276, -3.17440)
N (0.23835, 5.72920, 3.71184)
C (0.32590, 4.89104, 2.68161)
C (0.77427, 3.53537, 2.85953)
C (0.75772, 2.61259, 1.82736)
C (0.10478, 2.94839, 0.60778)
C (-0.32638, 4.27188, 0.42264)
C (-0.21552, 5.22240, 1.39319)
S (0.37394, 1.86254, -0.75057)
O (0.78693, 2.61839, -1.93722)
O (1.33670, 0.83718, -0.34611)
N (-0.93291, 0.89666, -0.95964)
C (-1.93377, 0.89517, -0.00350)
N (-1.66472, -0.04248, 0.89379)
C (-2.50817, -0.32813, 1.88595)
C (-3.63686, 0.43077, 1.94805)
C (-3.79749, 1.46447, 1.09016)
N (-2.95299, 1.69920, 0.05662)
H (0.46968, 5.39333, 4.66842)
H (0.09028, 6.70428, 3.56185)
H (1.21946, 3.18851, 3.83260)
H (1.15190, 1.55528, 2.02718)
H (-0.74715, 4.64099, -0.49618)
H (-0.57190, 6.20931, 1.26502)
H (-2.18521, -1.12087, 2.56223)
H (-4.27378, 0.38315, 2.80864)
H (-4.54514, 2.16739, 1.26322)
F (-5.40277, -1.97876, 0.34432)
C (-4.12916, -2.27465, 0.03212)
C (-3.65415, -1.84316, -1.18914)
C (-2.35717, -2.17638, -1.53771)
C (-1.55511, -2.89692, -0.68324)
C (-0.18422, -3.15609, -0.94438)
C (-2.14265, -3.38963, 0.50579)
C (-3.39526, -3.05618, 0.87104)
H (-4.35187, -1.28096, -1.82700)
H (-2.05154, -1.90843, -2.51686)
H (0.07974, -3.23266, -1.99205)
H (0.20163, -4.06744, -0.47346)
H (-1.48974, -3.96055, 1.14149)
H (-3.81765, -3.47606, 1.77415)

These are the Löwdin partial charges, in e, on atoms 1 to 8:
1 Zr 1.507
2 C 0.013
3 C -0.181
4 N -0.099
5 N 0.021
6 C -0.739
7 N 0.097
8 S 0.629

---

3.
A molecular structure, C25H24IN2O6Ru. Source: the Open Molecules 2025 dataset; level of theory: ωB97M-V/def2-TZVPD.

Summary:
Total charge: 0
HOMO level (spin up / spin down): -0.264 / -0.264 Ha
Electronic energy: -52258.202 eV
2S+1: 2

Element x y z (Å)
Ru (-0.47445, -1.09451, -1.03994)
O (6.09035, 1.59209, -1.88094)
C (5.69885, 0.57589, -1.36994)
O (6.08665, -0.31801, -0.65204)
C (4.13445, 0.27349, -1.74504)
C (3.82785, -0.91371, -2.38014)
C (2.48845, -1.21231, -2.58144)
N (1.52535, -0.39751, -2.16674)
C (1.84425, 0.76659, -1.61504)
C (3.15485, 1.16419, -1.37384)
C (0.65225, 1.72719, -1.27904)
O (0.90425, 2.88329, -1.02224)
O (-0.46595, 1.15649, -1.34154)
H (4.59865, -1.59671, -2.69784)
H (2.18645, -2.12481, -3.08144)
H (3.34695, 2.12689, -0.92694)
C (2.06595, -1.99651, 1.06466)
C (2.37255, -0.67381, 1.76126)
C (2.63915, -0.93731, 3.25096)
C (1.32615, 0.41539, 1.66856)
C (1.74655, 1.70679, 1.92126)
C (0.85415, 2.76479, 1.97346)
C (-0.49915, 2.52539, 1.80466)
C (-0.99735, 1.25819, 1.57496)
C (-2.50405, 1.12829, 1.48496)
C (-3.10695, 1.45729, 2.85936)
C (-3.06015, -0.21281, 1.01406)
C (-0.07265, 0.16089, 1.44356)
O (-0.48225, -1.01731, 1.12356)
H (2.97575, -2.59091, 1.01106)
H (1.70725, -1.83641, 0.03976)
H (1.31165, -2.56111, 1.61096)
H (3.29655, -0.26961, 1.32756)
H (1.75015, -1.34091, 3.73096)
H (2.91275, -0.01571, 3.75736)
H (3.45255, -1.64971, 3.35426)
H (2.80105, 1.88929, 2.07276)
H (1.20635, 3.76799, 2.14726)
H (-1.18485, 3.35829, 1.84506)
H (-2.84185, 1.89699, 0.77726)
H (-2.76145, 0.74279, 3.60326)
H (-4.19125, 1.40659, 2.80716)
H (-2.82685, 2.45469, 3.18326)
H (-2.86455, -0.99701, 1.74366)
H (-2.61485, -0.50921, 0.05506)
H (-4.13825, -0.12341, 0.88156)
I (-6.12385, -3.09501, -1.76144)
C (-4.68135, -1.61731, -2.18514)
C (-5.06755, -0.31381, -2.46224)
C (-4.07315, 0.59729, -2.78024)
C (-2.75095, 0.18189, -2.79024)
N (-2.38855, -1.06041, -2.46904)
C (-3.33775, -1.95341, -2.19204)
H (-6.10635, -0.02481, -2.44124)
H (-4.31805, 1.61719, -3.02644)
H (-1.94915, 0.86169, -3.05294)
H (-3.01155, -2.96791, -1.98444)
O (0.24145, -3.97391, -1.07784)
C (-0.30445, -3.06221, -1.51594)

These are the Löwdin partial charges, in e, on atoms 1 to 8:
1 Ru 1.196
2 O 0.026
3 C -0.750
4 O 0.005
5 C -0.079
6 C 0.007
7 C -0.132
8 N 0.024

---

4.
A molecular structure, C25H24MoN3O11S2. Source: the Open Molecules 2025 dataset; level of theory: ωB97M-V/def2-TZVPD.

Summary:
Total charge: +1
HOMO level: -0.429 Ha
Electronic energy: -76827.384 eV

Element x y z (Å)
Mo (-0.21191, -0.35150, 0.20696)
C (-1.78155, 0.15327, -3.51462)
O (-0.64326, -0.04384, -4.36132)
C (0.59765, -0.03037, -3.86682)
C (1.62780, 0.06165, -4.81648)
C (2.94917, 0.12900, -4.44590)
C (3.29599, 0.13780, -3.09371)
C (2.30726, 0.02560, -2.13996)
C (2.66948, 0.21304, -0.74752)
N (1.85590, 0.20482, 0.23588)
N (2.33351, 0.61657, 1.47037)
C (1.42904, 0.48168, 2.35973)
O (0.25496, -0.10354, 1.98517)
C (1.56101, 0.95384, 3.72903)
C (2.82525, 1.22431, 4.24942)
C (2.93632, 1.68411, 5.54719)
C (1.79394, 1.87880, 6.31699)
C (0.53559, 1.61810, 5.79212)
C (0.41364, 1.14702, 4.49607)
C (0.96886, -0.10011, -2.53589)
O (0.03404, -0.28328, -1.55890)
H (-2.61460, 0.32023, -4.18901)
H (-1.65275, 1.02794, -2.87680)
H (-1.97335, -0.73577, -2.91522)
H (1.33088, 0.09440, -5.85686)
H (3.71732, 0.20809, -5.20278)
H (4.32794, 0.24793, -2.78494)
H (3.69916, 0.45670, -0.50892)
H (3.70127, 1.06702, 3.63409)
H (3.91262, 1.89202, 5.96416)
H (1.88778, 2.23674, 7.33430)
H (-0.34890, 1.78463, 6.39196)
H (-0.56119, 0.95545, 4.06640)
O (-1.94472, 2.42779, 1.57408)
S (-1.58516, 1.99987, 0.27162)
O (-2.08799, 2.64734, -0.88491)
O (-1.92805, 0.42301, 0.15964)
O (-0.07144, 1.70903, 0.16037)
C (-6.36008, -3.67329, -2.99020)
C (-5.39439, -3.43758, -1.86264)
C (-4.51234, -2.36410, -1.88596)
C (-3.62960, -2.13867, -0.84116)
C (-3.62990, -3.01051, 0.23557)
C (-4.51135, -4.08906, 0.29282)
C (-5.38190, -4.29230, -0.75631)
S (-2.57939, -2.76578, 1.60876)
O (-3.30816, -2.51585, 2.80572)
O (-1.58067, -1.77027, 1.21181)
N (-1.82048, -4.17998, 1.78604)
C (-0.61654, -4.48374, 0.99662)
C (0.69683, -3.95930, 1.60196)
C (1.39569, -2.81420, 0.90670)
O (2.54413, -2.54918, 1.07536)
O (0.60029, -2.08100, 0.06676)
H (-6.14273, -3.03357, -3.84362)
H (-7.38157, -3.46826, -2.66436)
H (-6.32665, -4.71263, -3.31894)
H (-4.52472, -1.68314, -2.72874)
H (-2.97747, -1.27730, -0.85594)
H (-4.50755, -4.75359, 1.14753)
H (-6.06992, -5.12826, -0.72056)
H (-1.81865, -4.46372, 2.75872)
H (-0.77099, -4.08623, -0.00471)
H (-0.56948, -5.56454, 0.90002)
H (1.43617, -4.75150, 1.69909)
H (0.51137, -3.59086, 2.61569)

These are the Löwdin partial charges, in e, on atoms 1 to 8:
1 Mo 2.078
2 C -0.016
3 O -0.021
4 C -0.197
5 C 0.049
6 C -0.027
7 C -0.001
8 C -0.121